Entry 1:
ORCA calculation (ωB97M-V/def2-TZVPD) on a cluster of 2 separate species, C2H7N3O2 in total at a distorted geometry.

## Properties
HOMO energy (alpha / beta) ... -0.186 / -0.364 Eh
Multiplicity ... 3
<S²> ... 2.007

Last column: Löwdin charge in e.
Geometry (Å):
1 C 1.76 0.21 -0.35  -0.3482
2 C -1.64 0.41 -0.35  -0.3686
3 N 2.46 -0.78 0.22  0.1223
4 N -2.42 -0.48 0.16  -0.2046
5 N 0.78 0.82 0.15  0.0345
6 O -2.58 -1.68 -0.21  -0.0117
7 O -1.55 1.63 0.16  -0.0141
8 H 2.14 0.43 -1.33  0.1205
9 H -0.84 -0.16 -0.95  0.1368
10 H 2.25 -1.22 1.04  0.0727
11 H 3.01 -1.21 -0.48  0.0871
12 H -3.31 -0.07 0.73  0.2120
13 H 0.51 0.21 0.90  0.0689
14 H -0.58 1.90 0.34  0.0925

Entry 2:
ORCA calculation (ωB97M-V/def2-TZVPD) on a cluster of 2 separate species, C2H7N3OP in total at a distorted geometry.

## Properties
Total charge ... +1
HOMO energy ... -0.487 Eh

Last column: Löwdin charge in e.
Geometry (Å):
1 C 0.16 -1.06 -0.05  -0.1081
2 C -2.13 -0.83 0.15  0.0636
3 N 2.14 0.93 -0.27  -0.4135
4 N -0.79 -0.18 0.02  -0.1074
5 N -0.70 1.22 0.17  0.1481
6 O 1.07 -1.74 -0.08  0.2458
7 P 3.47 0.15 0.02  0.8543
8 H -2.39 -1.35 -0.79  0.1278
9 H -2.27 -1.36 1.05  0.0997
10 H -2.66 0.08 0.07  0.0898
11 H 2.10 1.80 -0.81  -0.0052
12 H -0.93 1.74 -0.57  0.0617
13 H 0.17 1.60 0.53  0.0824
14 H 2.76 -1.00 0.53  -0.1388

Entry 3:
ORCA calculation (ωB97M-V/def2-TZVPD) on the ion C2H7N3OP with charge +1 at a distorted geometry.

## Properties
Total charge ... +1
HOMO energy (alpha / beta) ... -0.459 / -0.444 Eh

Last column: Löwdin charge in e.
Geometry (Å):
1 C 1.32 -0.25 1.48  -0.2656
2 C -0.99 1.53 -0.16  -0.1600
3 N 0.54 -1.24 1.37  -0.0972
4 N 0.25 1.00 -0.44  -0.2089
5 N 0.14 0.05 -1.34  -0.1365
6 O 2.26 0.34 1.70  0.3029
7 P -0.62 -1.63 -0.09  0.9758
8 H -1.14 2.52 0.35  0.1217
9 H -1.61 1.44 -1.12  0.1049
10 H -1.43 0.76 0.51  0.0461
11 H 0.39 -1.96 2.04  0.1217
12 H -0.65 0.09 -2.02  0.1221
13 H 1.06 -0.31 -1.80  0.1901
14 H 0.49 -2.33 -0.48  -0.1171

Entry 4:
ORCA calculation (ωB97M-V/def2-TZVPD) on the ion C2H7N3P with charge +1 at a distorted geometry.

## Properties
Total charge ... +1
HOMO energy (alpha / beta) ... -0.490 / -0.490 Eh
SMILES ... [H]/N=[N+]1/CCPN1

Last column: Löwdin charge in e.
Geometry (Å):
1 H -0.21 2.91 1.07  0.1902
2 N 0.41 2.15 0.64  0.2743
3 N 0.07 1.08 0.27  -0.1330
4 C 0.77 0.19 -0.62  -0.1656
5 C 0.65 -1.26 -0.11  -0.3292
6 P -1.10 -1.38 0.50  0.8943
7 N -1.30 0.25 0.60  -0.1714
8 H 1.82 0.42 -0.66  0.1393
9 H 0.41 0.16 -1.64  0.1445
10 H 0.72 -1.74 -1.10  0.0905
11 H 1.41 -1.71 0.50  0.0778
12 H -1.73 -1.73 -0.68  -0.0664
13 H -1.93 0.67 1.22  0.0547

Entry 5:
ORCA calculation (ωB97M-V/def2-TZVPD) on a structure of composition C2H7N3S at a distorted geometry.

## Properties
HOMO energy ... -0.321 Eh

Last column: Löwdin charge in e.
Geometry (Å):
1 C 1.89 -0.10 -0.41  -0.1682
2 C -0.37 -0.86 0.21  -0.2927
3 H 2.27 0.39 0.48  0.0412
4 H 2.55 0.02 -1.57  0.1592
5 H 1.90 -1.30 -0.06  0.1038
6 H 0.18 1.03 1.55  0.1874
7 H -0.61 2.04 0.09  0.0740
8 H -0.16 -2.01 0.39  0.1427
9 H -3.99 -0.29 -0.49  -0.0842
10 N 0.48 0.20 -0.51  -0.2603
11 N 0.22 1.37 0.36  -0.0946
12 N -1.69 -0.84 0.30  -0.4444
13 S -2.68 0.37 -0.33  0.6361

Entry 6:
ORCA calculation (ωB97M-V/def2-TZVPD) on a cluster of 3 separate species, C2H7N3S in total at a distorted geometry.

## Properties
HOMO energy ... -0.318 Eh

Last column: Löwdin charge in e.
Geometry (Å):
1 C -1.61 0.98 0.97  -0.2516
2 C -0.01 -0.32 -0.35  -0.9349
3 H -1.49 1.95 1.55  0.0900
4 H -2.60 1.04 0.17  0.1302
5 H -2.09 0.18 1.76  0.1177
6 H 0.29 1.20 1.11  0.1481
7 H 1.90 0.42 -0.05  0.1624
8 H 1.15 -1.46 -2.24  0.1784
9 H 2.63 -2.30 -0.41  0.1892
10 N -0.38 0.77 0.44  -0.1388
11 N 1.26 -0.27 -0.50  -0.2493
12 N 2.06 -1.04 -1.24  -0.1033
13 S -1.10 -1.15 -1.21  0.6617

Entry 7:
ORCA calculation (ωB97M-V/def2-TZVPD) on the ion C2H7N4 with charge +1 at a distorted geometry.

## Properties
Total charge ... +1
HOMO energy ... -0.575 Eh
SMILES ... C[N+]1=NCNN1

Last column: Löwdin charge in e.
Geometry (Å):
1 C -0.72 0.42 -1.80  0.0358
2 N -0.34 0.08 -0.47  -0.0967
3 N -0.94 0.01 0.57  0.2023
4 C -0.02 -0.37 1.63  -0.1806
5 N 1.21 0.00 1.18  -0.0587
6 N 1.26 -0.11 -0.15  0.1059
7 H -0.77 1.57 -1.90  0.1623
8 H -1.69 0.22 -1.98  0.0611
9 H -0.21 -0.20 -2.55  0.1198
10 H -0.28 0.09 2.67  0.1916
11 H -0.31 -1.40 1.75  0.1364
12 H 1.51 0.87 1.50  0.1371
13 H 1.29 -1.17 -0.43  0.1838

Entry 8:
ORCA calculation (ωB97M-V/def2-TZVPD) on the ion C2H7N4O with charge +1 at a distorted geometry.

## Properties
Total charge ... +1
HOMO energy ... -0.513 Eh
SMILES ... NC(=O)/C(N)=N/[NH3+]

Last column: Löwdin charge in e.
Geometry (Å):
1 N 1.76 -1.48 0.10  0.1720
2 C 1.80 -0.15 -0.14  -0.3737
3 O 2.67 0.65 -0.23  0.1339
4 C 0.08 0.45 0.08  -0.3423
5 N 0.13 1.76 0.10  0.1594
6 N -0.66 -0.53 -0.01  0.0725
7 N -2.22 -0.36 -0.03  0.1701
8 H 0.99 -2.09 -0.04  0.0858
9 H 2.70 -1.88 0.11  0.1338
10 H 0.99 2.35 0.24  0.1559
11 H -0.64 2.44 0.02  0.1341
12 H -2.84 0.16 0.66  0.1837
13 H -2.40 0.04 -0.95  0.1532
14 H -2.36 -1.37 0.11  0.1616

Entry 9:
ORCA calculation (ωB97M-V/def2-TZVPD) on the ion C2H7N4O with charge +1 at a distorted geometry.

## Properties
Total charge ... +1
HOMO energy ... -0.502 Eh
SMILES ... NN(N)C(=[NH2+])C=O

Last column: Löwdin charge in e.
Geometry (Å):
1 N 0.39 -1.79 -0.23  0.1771
2 N -0.22 -0.63 0.28  -0.1138
3 N -0.94 -0.78 1.46  0.1626
4 C 0.23 0.54 -0.20  -0.2158
5 N 1.09 0.64 -1.23  0.1984
6 C -0.19 1.86 0.26  -0.1426
7 O -0.84 2.04 1.26  0.1485
8 H 0.64 -1.61 -1.18  0.0910
9 H 0.03 -2.62 0.15  0.1060
10 H -1.64 -0.06 1.51  0.1026
11 H -1.23 -1.70 1.76  0.1268
12 H 1.02 1.56 -1.70  0.1464
13 H 1.44 -0.07 -1.79  0.0932
14 H 0.22 2.61 -0.34  0.1196

Entry 10:
ORCA calculation (ωB97M-V/def2-TZVPD) on the ion C2H7N4O with charge +1 at a distorted geometry.

## Properties
Total charge ... +1
HOMO energy ... -0.522 Eh
SMILES ... C[N@@H+]([O-])NN=C=[NH2+]

Last column: Löwdin charge in e.
Geometry (Å):
1 C 0.23 -1.54 0.32  0.0349
2 N 0.49 -0.18 0.82  -0.2980
3 O 1.30 0.47 0.16  -0.0481
4 N -0.99 0.53 0.68  0.0569
5 N -1.08 1.17 -0.39  0.1160
6 C -0.44 1.52 -1.31  -0.1090
7 N -0.10 2.10 -2.36  0.2464
8 H 1.13 -2.12 0.61  0.1310
9 H -0.66 -1.82 0.91  0.1065
10 H -0.09 -1.52 -0.65  0.0654
11 H 0.48 -0.12 1.92  0.2337
12 H -1.71 0.26 1.31  0.1523
13 H 0.00 1.57 -3.18  0.1369
14 H 0.40 2.99 -2.30  0.1751

Entry 11:
ORCA calculation (ωB97M-V/def2-TZVPD) on the ion C2H7N4O with charge +1 at a distorted geometry.

## Properties
Total charge ... +1
HOMO energy ... -0.448 Eh
SMILES ... NC1=C(O)N[NH2+]N1

Last column: Löwdin charge in e.
Geometry (Å):
1 N -1.54 -1.57 -0.24  0.1404
2 C -0.58 -0.53 0.01  -0.2913
3 C 0.71 -0.41 -0.42  -0.2730
4 O 1.43 -1.28 -1.21  0.1142
5 N 1.26 0.81 0.11  0.0821
6 N 0.09 1.50 0.68  0.0909
7 N -1.06 0.56 0.72  0.1083
8 H -0.93 -2.18 -0.80  0.0998
9 H -1.90 -2.10 0.50  0.0768
10 H 2.32 -1.30 -0.91  0.1053
11 H 1.71 1.34 -0.63  0.1418
12 H 0.21 2.35 0.01  0.2412
13 H 0.21 1.77 1.67  0.2036
14 H -1.93 1.04 0.50  0.1600

Entry 12:
ORCA calculation (ωB97M-V/def2-TZVPD) on a cluster of 2 separate species, C2H7N4O in total at a distorted geometry.

## Properties
Total charge ... +1
HOMO energy ... -0.540 Eh

Last column: Löwdin charge in e.
Geometry (Å):
1 C -0.89 -1.66 -0.64  -0.3143
2 C -1.84 -2.82 -0.18  -0.1767
3 N -0.37 -1.70 -1.79  0.2349
4 N -0.90 -0.65 0.32  0.1046
5 N -0.46 1.38 1.05  0.2101
6 N -0.45 0.52 0.13  0.0215
7 O -2.21 -2.90 0.94  0.1113
8 H 2.73 0.79 0.08  0.0550
9 H -2.18 -3.48 -1.10  0.1747
10 H 0.13 -0.85 -2.08  0.0859
11 H -1.24 -0.76 1.31  0.1931
12 H -0.80 1.04 1.92  0.1482
13 H 0.03 2.20 0.75  0.1595
14 H 1.99 0.57 -0.02  -0.0076

Entry 13:
ORCA calculation (ωB97M-V/def2-TZVPD) on a cluster of 2 separate species, C2H7N4O in total at a distorted geometry.

## Properties
Total charge ... +1
HOMO energy ... -0.538 Eh

Last column: Löwdin charge in e.
Geometry (Å):
1 C -1.21 -1.41 0.44  -0.2931
2 C -2.62 -1.07 0.13  -0.2006
3 N -0.71 -2.49 0.08  0.2585
4 N -0.36 -0.36 1.10  0.0982
5 N 1.05 1.29 0.86  0.1604
6 N 0.36 0.39 0.41  -0.0471
7 O -3.20 -0.05 0.40  0.0974
8 H -0.49 1.63 -2.07  0.0621
9 H -3.18 -1.96 -0.37  0.1647
10 H 0.19 -2.77 0.44  0.0978
11 H -0.48 -0.08 2.17  0.2381
12 H 1.02 1.75 1.86  0.2272
13 H 1.65 1.72 0.21  0.1342
14 H -0.51 1.36 -1.36  0.0023

Entry 14:
ORCA calculation (ωB97M-V/def2-TZVPD) on a cluster of 2 separate species, C2H7N4O2 in total at a distorted geometry.

## Properties
Total charge ... +1
HOMO energy (alpha / beta) ... -0.505 / -0.505 Eh

Last column: Löwdin charge in e.
Geometry (Å):
1 C -3.90 -0.04 1.75  -0.4268
2 C 2.10 -0.13 -0.03  0.0225
3 N 1.73 0.54 -1.43  -0.0500
4 N 1.20 -0.44 0.82  -0.0089
5 N 0.37 0.49 -1.64  -0.0322
6 N -0.03 -1.02 0.50  0.1109
7 O -2.84 -0.51 1.80  0.1757
8 O -4.89 0.42 1.52  0.2856
9 H 3.23 0.21 0.13  0.1849
10 H 2.47 0.69 -2.15  0.1556
11 H 1.45 -0.42 1.80  0.1762
12 H 0.12 0.44 -2.69  0.1670
13 H 0.00 1.29 -1.20  0.0919
14 H -0.76 -0.89 1.23  0.0966
15 H -0.26 -0.63 -0.41  0.0511

Entry 15:
ORCA calculation (ωB97M-V/def2-TZVPD) on the ion C2H7N4O3 with charge +1 at a distorted geometry.

## Properties
Total charge ... +1
HOMO energy ... -0.526 Eh
SMILES ... NC(=O)O/C(N)=[NH+]\NO

Last column: Löwdin charge in e.
Geometry (Å):
1 N -1.39 1.58 0.57  0.1951
2 C -1.41 0.23 0.70  -0.4806
3 O -2.20 -0.63 0.66  0.2097
4 O 0.01 0.17 1.30  0.1030
5 C 1.00 0.09 0.43  -0.4198
6 N 2.07 0.84 0.53  0.2377
7 N 0.97 -0.69 -0.66  0.0839
8 N 0.02 -1.68 -0.88  -0.0307
9 O -1.23 -1.16 -1.38  -0.0714
10 H -2.32 1.95 0.22  0.1710
11 H -0.55 2.00 0.11  0.1472
12 H 2.93 0.60 0.04  0.1498
13 H 2.05 1.44 1.41  0.1983
14 H 1.80 -0.71 -1.25  0.1773
15 H -0.19 -2.08 0.09  0.1740
16 H -1.55 -1.97 -1.89  0.1556

Entry 16:
ORCA calculation (ωB97M-V/def2-TZVPD) on a cluster of 2 separate species, C2H7N4S in total at a distorted geometry.

## Properties
Total charge ... +1
HOMO energy (alpha / beta) ... -0.535 / -0.535 Eh

Last column: Löwdin charge in e.
Geometry (Å):
1 C -0.87 -0.55 1.01  -0.1839
2 C 0.17 -1.32 -0.75  -0.1612
3 N -0.77 -1.57 0.26  0.1119
4 N -0.02 0.50 0.72  0.0052
5 N -1.11 1.95 -0.26  0.2001
6 N 0.72 0.08 -0.40  -0.4140
7 S 2.52 0.16 -0.09  0.9063
8 H -1.53 -0.51 1.86  0.1383
9 H 0.98 -2.06 -0.75  0.1242
10 H -0.31 -1.33 -1.74  0.1465
11 H -2.06 1.75 0.05  0.0464
12 H -0.78 2.76 0.26  0.0494
13 H 0.57 0.77 -1.16  0.1242
14 H 2.49 -0.63 0.99  -0.0935

Entry 17:
ORCA calculation (ωB97M-V/def2-TZVPD) on a cluster of 2 separate species, C2H7N4S in total at a distorted geometry.

## Properties
Total charge ... +1
HOMO energy (alpha / beta) ... -0.462 / -0.465 Eh

Last column: Löwdin charge in e.
Geometry (Å):
1 C 0.78 0.76 -0.66  -0.5492
2 C -0.22 -1.63 -1.13  -0.3115
3 N -1.12 -0.86 2.50  0.2107
4 N -1.09 0.06 1.78  -0.1280
5 N -0.75 0.81 0.92  0.1806
6 N 1.38 1.93 -0.53  0.0633
7 S 1.02 -0.41 -1.77  0.9849
8 H 0.32 -2.29 -0.38  0.0660
9 H -0.52 -2.14 -2.00  0.0155
10 H -1.03 -1.10 -0.64  0.0177
11 H -0.83 -1.77 2.18  0.1093
12 H -0.99 1.71 0.64  0.1064
13 H 1.04 2.48 0.22  0.0830
14 H 2.01 2.47 -1.16  0.1515

Entry 18:
ORCA calculation (ωB97M-V/def2-TZVPD) on a structure of composition C2H7N5.

## Properties
HOMO energy ... -0.301 Eh

Last column: Löwdin charge in e.
Geometry (Å):
1 C 0.88 -0.01 -0.33  -0.5510
2 C -1.13 -0.09 -0.12  -0.6146
3 N 1.78 -1.05 -0.44  0.1402
4 N 1.48 1.24 -0.16  0.1152
5 N -2.49 0.02 -0.22  0.1321
6 N -0.29 -0.08 -1.13  0.0957
7 N -0.44 -0.21 1.04  0.0683
8 H 2.60 -0.99 0.14  0.0936
9 H 1.33 -1.95 -0.41  0.0995
10 H 2.14 1.30 0.60  0.0896
11 H 0.78 1.97 -0.08  0.0957
12 H -3.03 -0.43 0.50  0.0892
13 H -2.85 -0.10 -1.16  0.0917
14 H -0.76 0.39 1.80  0.0548

Short version: relative energy (zero: lowest compared OMol25 entry of this formula, charge and spin) = 54.1 89.4 107.1 122.6 126.0 139.0 120.5 58.3 83.2 147.3 107.9 113.2 121.8 58.8 33.0 101.5 120.2 14.1 kcal/mol, in the order given.